No. 1
DFT (ωB97M-V with the def2-TZVPD basis set) results for a molecular structure, C5H11O4Sm at a distorted geometry.

As for the net charge: +1. For the HOMO energy (spin up / spin down), the calculation gives -11.8 / -13.0 eV. As for the HOMO-LUMO gap (spin up / spin down): 7.42 / 8.58 eV. Its lowest unoccupied orbital energy (spin up / spin down) is -4.34 / -4.41 eV. The value obtained for the total energy is -1155.57661 a.u. As for the spin multiplicity: 7.

Each line ends with the Mulliken charge.
Atoms and positions in Å:
1 C 2.17973 1.83357 -1.11451  -0.536
2 O 2.20222 1.47215 0.22098  -0.609
3 C 0.74819 1.92020 -1.63457  -0.339
4 O 0.09839 0.71025 -1.20855  -0.304
5 C -1.26370 0.69868 -1.12825  -0.477
6 C -1.76590 -0.44025 -0.31514  -0.164
7 O -0.94804 -0.59044 0.82290  -0.503
8 Sm 1.15261 -0.03394 0.88603  1.730
9 H 2.73093 1.10442 -1.74750  0.291
10 H 2.64870 2.82043 -1.30103  0.340
11 H 0.69394 1.99708 -2.73019  0.348
12 H 0.21635 2.76854 -1.17881  0.374
13 H -1.82460 1.16318 -1.94176  0.387
14 H -1.74811 -1.38539 -0.90251  0.295
15 H -2.81360 -0.25082 -0.02312  0.320
16 O 1.06444 -2.04089 2.06002  -0.821
17 H 1.69371 -2.25506 2.74760  0.242
18 C -1.12205 -2.11469 1.89703  -0.517
19 H -0.87544 -3.03958 1.34250  0.325
20 H -1.94599 -1.61729 2.44437  0.267
21 H -1.12179 -2.72013 2.80450  0.352

No. 2
DFT (ωB97M-V with the def2-TZVPD basis set) results for 6 unconnected molecules or ions with the total composition C21H60F3N5O8S at a distorted geometry.

As for the net charge: +4. For the HOMO energy, the calculation gives -17.9 eV. As for the HOMO-LUMO gap: 9.26 eV. Its lowest unoccupied orbital energy is -8.64 eV. The value obtained for the total energy is -2408.26610 a.u. As for the spin multiplicity: 1.

Each line ends with the Mulliken charge.
Atoms and positions in Å:
1 C -1.88155 -4.60909 -1.51032  -1.507
2 C -2.46918 -4.64228 -0.10229  0.968
3 C -3.64849 -3.77317 0.14965  -0.575
4 O -4.79228 -4.18174 -0.54996  -0.431
5 C -5.69582 -3.13877 -0.86715  -0.744
6 N -2.77317 -6.04077 0.37745  -0.032
7 H -3.11240 -5.91599 1.34104  0.152
8 H -3.55003 -6.46224 -0.14167  0.414
9 H -1.93010 -6.60496 0.46552  0.410
10 H -2.44585 -5.28155 -2.16249  0.437
11 H -0.82180 -4.84208 -1.55238  0.398
12 H -2.06152 -3.61968 -1.92881  0.300
13 H -1.64375 -4.32313 0.53164  -0.286
14 H -3.46812 -2.70860 -0.00162  0.343
15 H -3.93462 -3.91017 1.20937  0.395
16 H -5.22804 -2.46577 -1.59967  0.290
17 H -5.99321 -2.54462 0.00207  0.330
18 H -6.58790 -3.52505 -1.34944  0.295
19 C 0.24885 3.73011 4.03140  -1.473
20 C 0.39788 2.35933 4.64833  0.202
21 C -0.91127 1.57204 4.70397  -0.163
22 O -1.82085 2.42521 5.32887  -0.405
23 C -3.19009 2.04358 5.15548  -0.734
24 N 1.44815 1.63743 3.85669  -0.090
25 H 1.79318 0.76223 4.25862  0.378
26 H 1.18919 1.34229 2.89784  0.193
27 H 2.25279 2.24088 3.66211  0.443
28 H 1.11116 4.37819 4.17953  0.443
29 H -0.59691 4.22765 4.50701  0.397
30 H -0.07821 3.71673 2.98568  0.339
31 H 0.72124 2.50168 5.68058  0.258
32 H -0.85690 0.64715 5.30005  0.246
33 H -1.17710 1.25852 3.68001  0.110
34 H -3.50137 2.30470 4.13754  0.305
35 H -3.76209 2.73929 5.76606  0.302
36 H -3.37701 1.00605 5.42301  0.288
37 C -0.02240 -2.90905 5.46845  -1.778
38 C -0.41346 -3.89910 4.39316  0.601
39 C -1.88314 -4.01004 4.13310  -0.983
40 O -2.12536 -5.10581 3.24961  -0.213
41 C -2.44187 -6.31758 3.91937  -0.861
42 N 0.25399 -3.45537 3.08569  0.125
43 H 0.78166 -4.21913 2.66411  0.420
44 H -0.45385 -3.08979 2.40482  -0.067
45 H 0.90937 -2.67895 3.18569  0.361
46 H -0.51196 -3.12762 6.42455  0.482
47 H -0.24926 -1.84607 5.36069  0.315
48 H 1.03005 -3.03901 5.73848  0.495
49 H 0.05884 -4.84443 4.64621  0.375
50 H -2.35411 -3.12284 3.69474  0.293
51 H -2.50708 -4.13608 5.02526  0.579
52 H -1.69168 -6.67277 4.63630  0.322
53 H -2.60090 -7.11800 3.19902  0.295
54 H -3.35256 -6.21041 4.51971  0.394
55 C 3.64757 6.68191 -6.29371  -1.400
56 C 2.38712 6.50447 -5.46571  0.197
57 C 2.13264 5.10376 -4.95731  -0.682
58 O 0.93164 5.14571 -4.23700  -0.429
59 C 0.55012 3.92642 -3.60126  -0.649
60 N 2.37832 7.51495 -4.33534  -0.276
61 H 2.11786 8.44388 -4.66473  0.370
62 H 1.65448 7.20127 -3.66845  0.338
63 H 3.19755 7.46437 -3.72283  0.377
64 H 4.57360 6.71718 -5.71877  0.392
65 H 3.53767 7.59930 -6.87509  0.415
66 H 3.78237 5.91081 -7.05230  0.379
67 H 1.55151 6.87174 -6.06228  0.348
68 H 2.96407 4.77099 -4.31324  0.299
69 H 2.14813 4.44413 -5.83126  0.454
70 H 1.17308 3.70769 -2.72710  0.250
71 H 0.57149 3.11674 -4.32976  0.314
72 H -0.48115 4.05923 -3.28469  0.356
73 C 4.06745 0.19341 -1.91150  -1.374
74 C 2.80607 0.68388 -2.56301  0.511
75 C 3.00922 1.39999 -3.88473  -0.661
76 O 3.68447 0.53682 -4.74711  -0.388
77 C 4.45201 1.17766 -5.76055  -0.712
78 N 1.87003 -0.49554 -2.81965  -0.036
79 H 1.40202 -0.71281 -1.91354  0.193
80 H 1.08322 -0.32132 -3.44702  0.401
81 H 2.32574 -1.37581 -3.06527  0.451
82 H 4.68401 1.09561 -1.86755  0.380
83 H 4.64360 -0.47042 -2.55988  0.386
84 H 3.94036 -0.32763 -0.96713  0.379
85 H 2.22399 1.38627 -1.96252  0.175
86 H 3.56371 2.33230 -3.67417  0.332
87 H 2.10678 1.76553 -4.38854  0.355
88 H 4.68381 0.48550 -6.56239  0.285
89 H 5.39275 1.54422 -5.33970  0.325
90 H 3.88421 2.02040 -6.17046  0.222
91 C -1.71789 0.19655 -0.10704  0.441
92 F -2.65304 0.60530 0.74918  -0.197
93 F -2.28451 -0.53172 -1.07503  -0.190
94 F -1.08938 1.25622 -0.63375  -0.204
95 S -0.48270 -0.86445 0.76159  0.930
96 O -1.24711 -2.02300 1.20929  -0.859
97 O 0.49289 -1.19473 -0.26102  -0.938
98 O 0.06115 -0.04813 1.83972  -0.610